Here is a molecular structure, C40H51FN6SW from the OMol25 dataset. Energies are from ωB97M-V with the def2-TZVPD basis set.

Each line ends with the Löwdin spin population.
Element x y z (Å)
W -0.22 -0.22 -0.58  0.8757
C 3.75 2.12 -4.64  0.0014
C 4.12 2.13 -3.16  0.0022
N 3.68 0.94 -2.45  0.0304
C 2.36 0.76 -2.13  0.0418
S 1.93 -0.82 -1.50  0.0534
N 1.53 1.73 -2.30  -0.0011
N 0.25 1.43 -1.85  0.1320
C -0.71 2.25 -2.30  0.1713
C -0.38 3.39 -3.20  0.0228
C -2.01 1.89 -1.87  0.1170
C -3.19 2.58 -2.21  0.0352
C -4.41 2.07 -1.86  0.0748
C -4.47 0.84 -1.18  0.0736
C -3.30 0.23 -0.83  0.0426
N -2.08 0.75 -1.10  0.1340
H 4.11 3.03 -5.13  0.0001
H 2.67 2.07 -4.76  0.0002
H 4.20 1.27 -5.15  0.0000
H 3.68 2.99 -2.66  0.0001
H 5.20 2.19 -3.03  0.0001
H 4.22 0.10 -2.55  0.0009
H -0.02 3.03 -4.16  0.0077
H 0.42 3.99 -2.77  0.0061
H -1.25 4.03 -3.36  -0.0004
H -3.13 3.51 -2.76  0.0003
H -5.32 2.59 -2.12  0.0031
H -5.41 0.37 -0.92  0.0035
H -3.29 -0.72 -0.30  0.0006
C -0.62 4.67 0.12  0.0048
C -0.41 3.76 1.34  0.0010
C -1.70 3.00 1.61  -0.0005
C 0.94 3.02 1.26  0.0066
C 2.03 3.90 1.26  -0.0011
C 3.34 3.46 1.28  0.0056
C 3.59 2.10 1.35  -0.0001
C 2.55 1.18 1.37  0.0082
C 2.93 -0.28 1.59  0.0006
C 3.09 -0.61 3.08  0.0006
C 4.23 -0.67 0.88  0.0026
C 1.22 1.64 1.27  0.0108
N 0.13 0.69 1.25  0.0824
C -0.40 0.42 2.52  0.0029
C 0.21 0.89 3.70  0.0141
C -0.29 0.63 4.96  -0.0014
C -1.45 -0.12 5.13  0.0182
C -2.10 -0.56 3.99  -0.0019
C -1.60 -0.28 2.74  0.0139
F -2.35 -0.67 1.69  0.0080
H -1.47 5.32 0.29  0.0002
H -0.83 4.07 -0.76  0.0026
H 0.25 5.29 -0.10  0.0002
H -0.27 4.43 2.20  0.0002
H -1.93 2.26 0.85  -0.0002
H -2.52 3.73 1.62  0.0000
H -1.70 2.51 2.58  0.0001
H 1.84 4.97 1.28  -0.0001
H 4.15 4.17 1.28  0.0004
H 4.61 1.75 1.40  -0.0001
H 2.13 -0.90 1.19  0.0010
H 3.79 0.09 3.55  0.0000
H 3.51 -1.62 3.18  0.0001
H 2.15 -0.58 3.62  0.0002
H 5.10 -0.35 1.45  0.0003
H 4.30 -0.25 -0.12  0.0015
H 4.29 -1.76 0.80  0.0002
H 1.11 1.48 3.61  0.0008
H 0.24 1.01 5.82  -0.0006
H -1.84 -0.34 6.11  0.0013
H -3.03 -1.12 4.04  -0.0005
C 0.23 -5.36 2.01  -0.0003
C -0.39 -3.95 2.02  -0.0006
C 0.76 -2.96 1.98  0.0009
C -1.45 -3.89 0.92  -0.0054
C -2.50 -4.79 1.06  0.0011
C -3.48 -4.93 0.10  -0.0059
C -3.36 -4.24 -1.08  0.0010
C -2.33 -3.33 -1.30  -0.0055
C -2.27 -2.75 -2.72  0.0003
C -1.11 -1.84 -3.09  0.0163
C -2.25 -3.90 -3.74  0.0004
C -1.45 -3.07 -0.23  0.0006
N -0.73 -1.87 -0.22  -0.0259
H 0.93 -5.47 2.84  0.0000
H 0.77 -5.53 1.08  0.0000
H -0.52 -6.15 2.11  0.0000
H -0.92 -3.82 2.97  -0.0002
H 1.31 -3.02 1.04  0.0004
H 1.46 -3.20 2.79  0.0001
H 0.43 -1.93 2.12  0.0003
H -2.55 -5.39 1.97  0.0002
H -4.31 -5.61 0.26  -0.0004
H -4.10 -4.39 -1.86  0.0002
H -3.20 -2.18 -2.88  0.0002
H -0.14 -2.34 -2.97  0.0009
H -1.10 -0.92 -2.49  0.0078
H -1.20 -1.50 -4.12  0.0008
H -1.35 -4.50 -3.60  0.0000
H -2.24 -3.50 -4.75  0.0001
H -3.10 -4.57 -3.65  0.0002

Computed properties:
energy relative to the best compared isomer or geometry (same formula, charge and spin) = 40.30 kJ/mol
multiplicity = 3
maximum force = 0.0126 Eh/bohr
total charge = 0
⟨S²⟩ = 2.021
highest occupied orbital energy (alpha / beta) = -5.9787 / -7.5944 eV
orbital gap (alpha / beta) = 6.285 / 6.841 eV
LUMO (alpha / beta) = 0.31 / -0.75 eV